No. 1
ORCA calculation (the ωB97M-V functional and the def2-TZVPD basis) on a cluster of 4 separate species, C5H16Cl2O3 in total at a distorted geometry.

Last column: Löwdin charge in e.
Cartesian coordinates (Å):
Cl 1.99120 -1.18573 4.68517  0.591
C 0.91920 -0.69058 3.41106  -0.723
C 1.12108 0.77868 3.01934  -0.588
Cl 0.58730 1.89498 4.39103  0.486
H -0.14266 -0.68860 3.70541  0.072
H 0.86510 -1.39083 2.58914  0.059
H 0.56095 1.07154 2.13956  0.049
H 2.17521 0.88855 2.92409  0.043
C -1.69636 0.42774 -3.58118  -0.109
O -1.45708 0.03432 -2.22350  -0.136
H -0.80082 0.35341 -4.14583  0.061
H -2.41783 -0.27216 -4.05602  0.091
H -2.04525 1.48334 -3.68485  0.099
H -1.96922 0.59254 -1.66822  0.072
C 1.97694 0.77174 -1.67817  -0.160
O 1.03053 -0.17192 -1.25093  -0.162
H 1.87098 1.64715 -1.10296  0.059
H 3.00656 0.33430 -1.59414  0.093
H 1.85437 0.96243 -2.77848  0.093
H 0.28175 -0.00391 -1.89401  0.054
C -1.45514 -1.43550 0.46853  -0.156
O -1.14115 -0.06614 0.65523  -0.131
H -1.81525 -1.75762 -0.51850  0.076
H -0.67506 -2.05872 0.84490  0.063
H -2.32644 -1.57909 1.11515  0.084
H -0.29890 0.06007 0.22818  0.019

Cartesian forces (eV/Å) of the 2 atoms listed first:
0.26 -0.34 0.31
-2.65 1.35 -0.37

Calculated values
**Net charge**: 0
**Calculated total energy**: -1346.13938 Eh
**E_HOMO**: -10.4 eV
**Spin multiplicity**: 1
**Relative energy (zero: lowest compared OMol25 entry of this formula, charge and spin)**: 0.1195 eV
**Orbital gap**: 10.89 eV
**E_LUMO**: 0.51 eV

No. 2
ORCA calculation (the ωB97M-V functional and the def2-TZVPD basis) on the ion C2H6BrN3 with charge +2 at a distorted geometry.

Last column: Löwdin charge in e.
Cartesian coordinates (Å):
C -0.92606 -0.35309 -1.31704  -0.250
C 1.68076 -0.44101 2.17983  -0.317
N -1.55770 0.13662 -2.32392  0.239
N 1.15164 0.26246 3.12735  0.153
N 0.29696 -0.02429 -1.08188  -0.191
Br 1.39107 -0.76676 0.43399  1.378
H -1.42730 -1.10300 -0.72745  0.163
H -2.46120 -0.12812 -2.70559  0.176
H -0.97048 0.64050 -2.91744  0.123
H 0.63671 1.19659 3.05771  0.212
H 1.48967 0.02738 4.08995  0.189
H 0.69592 0.55273 -1.81550  0.126

Cartesian forces (eV/Å) of the 2 atoms listed first:
-1.78 -1.53 0.49
-1.55 1.23 2.15

Calculated values
**Net charge**: +2
**Calculated total energy**: -2817.26890 Eh
**E_HOMO**: -19.5 eV
**Spin multiplicity**: 1
**Relative energy (zero: lowest compared OMol25 entry of this formula, charge and spin)**: 3.6053 eV
**Orbital gap**: 8.57 eV
**E_LUMO**: -10.96 eV

No. 3
ORCA calculation (the ωB97M-V functional and the def2-TZVPD basis) on a structure of composition C45H102BF4IN2O17S at a distorted geometry.

Last column: Löwdin charge in e.
Cartesian coordinates (Å):
C -1.45798 -8.96470 4.20892  -0.049
C -2.25581 -8.86452 2.92056  -0.410
O -3.64477 -8.78957 3.27668  -0.054
C -1.90018 -7.62097 2.11787  -0.191
N -1.95387 -7.85470 0.67959  -0.061
C -1.03193 -6.97972 -0.04481  -0.223
C -1.66478 -5.56885 -0.11787  -0.229
O -1.53375 -5.02084 -1.41657  -0.084
C -1.59994 -3.61519 -1.49191  -0.366
C -2.69912 -3.05464 -0.58853  -0.046
C -3.19554 -1.63056 -0.95453  -0.390
C -2.63276 -0.98435 -2.20381  -0.027
O -4.62472 -1.65006 -1.12764  -0.044
O -0.42586 -2.90719 -1.14926  -0.107
C 0.79324 -3.07422 -1.75456  -0.631
I 1.77700 -4.79755 -0.74303  1.177
C 1.61644 -1.74803 -1.42434  -0.404
C 3.07672 -1.96593 -1.82381  -0.145
C 4.07022 -2.11941 -0.66313  -0.316
N 5.33721 -2.57937 -1.19505  0.026
C 1.42536 -1.46530 0.09290  -0.108
C 0.22530 -0.52117 0.39501  -0.143
C -0.25048 -0.82750 1.83816  -0.172
C 0.81588 -0.56639 2.87685  -0.253
O 1.19053 0.80965 2.81890  -0.064
O 0.89011 -0.77327 -2.14246  -0.004
C 1.39657 0.48389 -2.45841  -0.291
O 0.26736 1.35555 -2.39884  0.045
B 2.49229 1.22503 -1.50136  -0.554
O 2.07892 2.17887 -0.58044  0.157
O 3.85092 1.00451 -1.59345  0.172
C 1.82573 0.69388 -3.95316  -0.425
F 0.77634 0.35851 -4.68887  0.157
F 2.90106 -0.01339 -4.29328  0.151
C 2.11709 2.19041 -4.26587  -0.288
F 1.73974 2.41107 -5.54627  0.082
F 3.42246 2.44788 -4.22794  0.116
S 0.80632 -3.47741 -3.57603  0.632
C 1.83476 -4.91675 -3.94263  -0.204
O 1.42209 -2.42820 -4.32458  -0.273
O -0.48769 -3.78096 -4.12603  -0.276
H -0.45131 -9.33188 4.02399  0.081
H -1.42471 -8.00836 4.72293  0.082
H -1.94764 -9.67575 4.86877  0.079
H -2.10323 -9.77296 2.33574  0.137
H -4.10559 -9.51685 2.84442  0.097
H -0.92859 -7.23108 2.45799  0.121
H -2.64434 -6.87418 2.39096  0.108
H -1.63702 -8.80104 0.49984  0.100
H -0.08188 -6.90186 0.48670  0.058
H -0.90760 -7.31312 -1.07170  0.123
H -2.69741 -5.69905 0.20565  0.122
H -1.14661 -4.95971 0.62607  0.106
H -1.98384 -3.44808 -2.48848  0.141
H -3.56618 -3.70363 -0.60682  0.130
H -2.36245 -3.01474 0.44574  0.114
H -3.01668 -0.95516 -0.11328  0.129
H -2.78956 0.09092 -2.20099  0.089
H -1.57398 -1.15018 -2.38033  0.065
H -3.17593 -1.36030 -3.06888  0.100
H -4.97083 -2.00490 -0.29749  0.090
H 3.24840 -2.82715 -2.46314  0.078
H 3.48157 -1.14001 -2.39502  0.110
H 4.25251 -1.11139 -0.28256  0.090
H 3.68109 -2.70730 0.16960  0.067
H 5.26438 -3.48792 -1.63652  0.067
H 6.00910 -2.60692 -0.43986  0.070
H 1.24389 -2.36192 0.67158  0.077
H 2.27093 -0.90781 0.48488  0.113
H -0.62795 -0.73155 -0.23415  0.090
H 0.52421 0.52077 0.42156  0.096
H -1.16371 -0.26292 2.01771  0.118
H -0.54581 -1.87979 1.85646  0.111
H 1.65280 -1.25402 2.74335  0.113
H 0.37032 -0.77617 3.85012  0.121
H 1.30381 1.10591 3.72928  0.088
H -0.44525 0.88806 -1.94477  0.099
H 2.30492 1.80287 0.28809  0.109
H 4.18853 0.78581 -0.70875  0.096
H 1.56385 2.90370 -3.65977  0.173
H 2.86314 -4.78018 -3.63410  0.037
H 1.37381 -5.84300 -3.62446  0.045
H 1.82095 -4.90524 -5.02799  0.073
C 7.90255 1.92070 2.18209  -0.077
C 7.21266 0.65844 1.69617  -0.281
O 6.51450 0.82031 0.47354  -0.180
C 7.29422 1.21419 -0.64949  -0.266
C 8.40150 0.23726 -1.01233  -0.071
H 7.18083 2.73086 2.29582  0.082
H 8.38067 1.74091 3.14578  0.078
H 8.67222 2.25921 1.48773  0.067
H 6.46294 0.35534 2.42860  0.116
H 7.92472 -0.17088 1.61925  0.108
H 7.69658 2.22115 -0.49621  0.110
H 6.59480 1.28447 -1.48294  0.112
H 9.14280 0.13138 -0.21820  0.066
H 8.92344 0.57334 -1.90836  0.080
H 7.97973 -0.75162 -1.20106  0.071
C 1.78522 4.57222 1.65436  -0.069
C 0.35033 4.30307 1.23547  -0.266
O -0.60607 4.70448 2.20187  -0.164
C -0.62943 6.07584 2.54538  -0.299
C -0.92181 7.00511 1.38096  -0.067
H 2.00437 4.07593 2.60270  0.079
H 2.47458 4.19996 0.89725  0.064
H 1.98229 5.63731 1.78745  0.069
H 0.21171 3.22980 1.10684  0.105
H 0.12972 4.76115 0.26571  0.114
H 0.30827 6.35450 3.04243  0.104
H -1.41868 6.18046 3.29098  0.111
H -0.15295 6.94656 0.60872  0.069
H -0.96993 8.03915 1.72525  0.079
H -1.87500 6.74585 0.91669  0.075
C -5.34938 6.29788 -1.66534  -0.078
C -5.60419 6.67223 -0.21563  -0.280
O -4.63808 7.55525 0.32706  -0.171
C -4.50820 8.81301 -0.31013  -0.286
C -5.78082 9.64245 -0.30356  -0.080
H -4.36175 5.84763 -1.77556  0.081
H -6.09894 5.58300 -2.00680  0.077
H -5.39266 7.16487 -2.32601  0.065
H -5.56153 5.77269 0.39909  0.118
H -6.61067 7.08686 -0.09002  0.106
H -4.13291 8.68403 -1.33163  0.108
H -3.73121 9.34548 0.23975  0.116
H -6.58858 9.15683 -0.85268  0.065
H -5.60061 10.61317 -0.76687  0.077
H -6.12709 9.80054 0.71900  0.081
C 3.71525 1.64079 -7.59348  -0.081
C 4.21795 1.22607 -8.96476  -0.274
O 4.26522 2.28686 -9.90601  -0.159
C 5.09964 3.37924 -9.57239  -0.287
C 6.56126 3.00681 -9.38849  -0.083
H 2.72499 2.08417 -7.66863  0.076
H 3.66032 0.77445 -6.93327  0.077
H 4.37072 2.37520 -7.12272  0.069
H 3.53850 0.48522 -9.38715  0.118
H 5.19847 0.74111 -8.89205  0.105
H 4.71511 3.89320 -8.68410  0.107
H 5.01135 4.08422 -10.40005  0.116
H 6.70436 2.31000 -8.56166  0.064
H 7.15429 3.89813 -9.17885  0.075
H 6.94952 2.53111 -10.29064  0.080
C -4.01448 3.72587 6.78193  -0.080
C -2.71330 3.10788 7.26413  -0.286
O -1.90591 2.58756 6.22428  -0.163
C -1.47762 3.51685 5.23906  -0.272
C -0.64541 4.66090 5.79248  -0.066
H -4.59730 2.99666 6.21731  0.081
H -4.60815 4.06485 7.63208  0.076
H -3.84347 4.58548 6.13273  0.065
H -2.93791 2.26317 7.91663  0.116
H -2.14204 3.82264 7.86737  0.105
H -2.33661 3.89668 4.67643  0.109
H -0.87642 2.94687 4.53097  0.109
H -1.20640 5.27480 6.49957  0.071
H -0.31319 5.30607 4.98375  0.045
H 0.23186 4.27777 6.31778  0.084
C -7.56256 -3.53203 4.33150  -0.081
C -7.56096 -4.68196 3.33900  -0.283
O -6.29343 -4.94140 2.76282  -0.160
C -5.25660 -5.29199 3.66322  -0.275
C -5.53138 -6.54602 4.47407  -0.081
H -7.19980 -2.61821 3.85825  0.080
H -8.57326 -3.35574 4.70174  0.076
H -6.92423 -3.73376 5.19271  0.065
H -8.22054 -4.43725 2.50584  0.117
H -7.96337 -5.59257 3.79626  0.107
H -5.02660 -4.44572 4.32166  0.107
H -4.37106 -5.45357 3.04625  0.100
H -6.40395 -6.43162 5.12051  0.067
H -4.67561 -6.78026 5.10672  0.076
H -5.71798 -7.39135 3.81477  0.070

Cartesian forces (eV/Å) of the 2 atoms listed first:
-0.14 -0.28 -0.01
-0.35 0.19 0.47

Calculated values
**Net charge**: 0
**Calculated total energy**: -4284.41652 Eh
**E_HOMO**: -9.2 eV
**Spin multiplicity**: 1
**Orbital gap**: 8.82 eV
**E_LUMO**: -0.37 eV

No. 4
ORCA calculation (the ωB97M-V functional and the def2-TZVPD basis) on the ion C2H4FN2O2 with charge +1 at a distorted geometry.

Last column: Löwdin charge in e.
Cartesian coordinates (Å):
C 1.19983 0.18192 -0.00229  -0.077
C -1.62796 -1.08149 0.23137  -0.029
N 0.32083 0.06308 1.07883  0.074
N 0.96555 1.03447 -1.03526  -0.094
O -0.97382 -0.36058 0.99904  0.155
O -0.11696 1.59344 -1.22513  0.013
F -2.87835 -1.29354 0.56133  0.217
H 2.04534 -0.47449 0.00034  0.128
H -1.18111 -1.78786 -0.59792  0.238
H 0.40899 0.88141 1.61838  0.156
H 1.83767 1.24364 -1.62868  0.220

Cartesian forces (eV/Å) of the 2 atoms listed first:
-0.56 0.33 -2.17
0.49 -2.20 -0.58

Calculated values
**Net charge**: +1
**Calculated total energy**: -437.96166 Eh
**E_HOMO**: -14.3 eV
**Spin multiplicity**: 1
**Relative energy (zero: lowest compared OMol25 entry of this formula, charge and spin)**: 6.0768 eV
**Orbital gap**: 8.43 eV
**E_LUMO**: -5.89 eV